Entry 1:
{"formula": "C10H10N2", "method": "wB97M-V/def2-TZVPD", "e_homo_ev": -9.4, "energy_ha": -496.47712, "charge": 0, "smiles": "c1ccncc1.c1ccncc1", "gap_ev": 10.2, "lumo_energy_ev": 0.74, "species": ["N", "N", "C", "C", "C", "C", "C", "C", "C", "C", "C", "C", "H", "H", "H", "H", "H", "H", "H", "H", "H", "H"], "positions_angstrom": [[1.2115, -0.6126, -1.8827], [-1.5821, 0.7731, 1.6720], [0.3245, -1.5811, -1.5127], [0.5342, -2.9531, -2.0288], [2.3730, -2.1799, -3.4415], [1.4089, -3.1751, -3.0540], [-0.4921, 1.4981, 1.5022], [-1.1546, 3.1020, 3.1905], [-2.4451, 1.1012, 2.7369], [2.2445, -0.9653, -2.7434], [-0.2166, 2.7016, 2.1215], [-2.2210, 2.2879, 3.4396], [1.2044, -3.9157, -3.7936], [-3.3136, 0.5413, 2.9746], [2.9516, -0.1506, -2.8704], [-1.0667, 3.9132, 3.7982], [-2.9639, 2.6818, 4.1775], [3.0216, -2.5500, -4.3241], [0.3565, 1.2088, 0.8685], [-0.3745, -1.2090, -0.8164], [-0.0846, -3.9032, -1.8565], [0.7292, 3.2413, 2.0555]], "forces_ev_per_a": [[0.29, -2.28, -0.69], [-1.99, -0.92, 2.53], [3.72, -1.42, -2.06], [-2.30, 0.27, 0.74], [-1.26, -1.19, 0.19], [1.10, 2.60, -1.02], [1.20, 1.18, -0.18], [1.84, -2.80, -3.90], [2.93, 1.72, -2.52], [-0.40, 0.13, 0.05], [-1.91, 1.08, 3.87], [-1.64, -0.08, 0.70], [0.32, -1.29, 0.27], [-0.45, -0.88, -0.36], [-0.03, -0.12, -0.23], [0.69, 2.45, 1.21], [0.65, -0.86, -0.47], [-0.66, 1.61, 1.74], [-0.96, -0.71, -0.46], [-1.10, -0.33, 0.66], [0.29, 2.06, 0.41], [-0.34, -0.24, -0.48]]}

=====

Entry 2:
{"formula": "C3H3AuO2", "method": "wB97M-V/def2-TZVPD", "e_homo_ev": [-27.4, -27.0], "spin_multiplicity": 4, "energy_ha": -400.42185, "charge": 3, "gap_ev": [10.4, 5.4], "lumo_energy_ev": [-16.98, -21.64], "species": ["Au", "O", "O", "C", "C", "C", "H", "H", "H"], "positions_angstrom": [[2.8808, -0.1903, -1.3052], [1.8364, -0.8586, -0.1735], [0.1826, -1.5416, 1.1640], [-0.2963, 0.5449, 0.3558], [-1.4875, 0.4881, -0.2757], [0.7593, -0.7859, 0.4058], [0.0659, 1.3873, 0.9521], [-2.0822, 1.3956, -0.4074], [-1.8591, -0.4395, -0.7160]], "forces_ev_per_a": [[7.21, 4.31, -7.56], [-3.78, -4.64, 5.81], [0.03, -1.38, 0.75], [2.90, 0.03, 0.62], [-1.63, -0.85, -1.27], [-4.37, 2.33, 1.24], [0.19, -0.03, 0.31], [-0.21, 0.26, 0.12], [-0.35, -0.03, -0.03]]}

=====

Entry 3:
{"formula": "C17H14F5N2O5STe2V", "method": "wB97M-V/def2-TZVPD", "e_homo_ev": [-5.2, -5.2], "spin_multiplicity": 4, "energy_ha": -3519.79178, "charge": -1, "gap_ev": [7.4, 6.7], "lumo_energy_ev": [2.20, 1.49], "species": ["Te", "Te", "V", "S", "F", "F", "F", "F", "F", "O", "O", "O", "O", "O", "N", "N", "C", "C", "C", "C", "C", "C", "C", "C", "C", "C", "C", "C", "C", "C", "C", "C", "C", "H", "H", "H", "H", "H", "H", "H", "H", "H", "H", "H", "H", "H", "H"], "positions_angstrom": [[-0.3735, -1.7055, 0.9055], [3.1633, -0.1369, -0.6312], [0.8301, 1.7462, -0.6022], [0.1322, 2.8868, -5.1342], [2.8507, 2.0515, -0.9518], [3.0190, -2.0201, -0.8939], [3.5982, 0.0054, -2.4473], [1.1956, 1.6096, 1.2066], [5.1638, -0.2486, -0.5499], [1.0652, 3.9131, -0.4768], [0.5357, 5.3851, 1.2054], [-1.9368, 3.9819, 1.4933], [1.2933, 0.0896, -1.2131], [-1.0844, 2.3875, 0.0877], [2.0866, 3.2884, -3.3290], [0.1419, 2.1923, -2.6378], [1.3081, -3.3216, 4.4966], [-1.6866, -2.7319, 2.2552], [0.5026, -2.8235, 3.4747], [-0.4819, -4.7223, 5.2657], [-2.0022, 0.9591, -2.4905], [-3.3233, 0.8528, -4.5181], [1.0323, -1.7946, 2.5081], [0.5078, 4.4753, 0.4534], [0.8658, 2.7867, -3.5462], [-0.8093, -3.2821, 3.3525], [-1.1983, 3.3882, 0.7851], [-1.2351, 1.9854, -4.5302], [-2.3701, 1.5779, -5.2134], [-1.2898, -4.2284, 4.2550], [0.8245, -4.2657, 5.3869], [-1.0412, 1.6941, -3.1772], [-3.1335, 0.5452, -3.1710], [-0.8670, -5.4645, 5.9538], [-2.4233, -2.0395, 2.6626], [2.0030, -2.0872, 2.1112], [-1.8611, 0.7158, -1.4462], [2.6521, 3.5617, -4.1103], [-2.2113, -3.5278, 1.7293], [-4.2179, 0.5189, -5.0271], [-3.8847, -0.0291, -2.6446], [1.1237, -0.8111, 2.9676], [-2.5052, 1.8130, -6.2611], [-2.3095, -4.5832, 4.1555], [2.5564, 3.0278, -2.4633], [2.3281, -2.9661, 4.5846], [1.4663, -4.6493, 6.1700]], "forces_ev_per_a": [[-0.24, 0.00, -0.25], [0.17, -0.20, 0.08], [0.42, 0.91, 0.25], [-0.01, -0.03, 0.00], [-0.08, -0.02, 0.01], [0.04, 0.01, -0.02], [-0.11, 0.07, -0.08], [0.11, -0.03, -0.09], [-0.04, -0.05, -0.06], [-0.24, 0.01, 0.04], [0.05, 0.15, -0.04], [-0.01, -0.07, 0.03], [-0.06, -0.45, 0.14], [-0.15, -0.33, -0.09], [-0.06, 0.11, 0.02], [0.06, -0.08, 0.01], [0.00, 0.01, -0.01], [0.09, -0.01, 0.10], [0.01, 0.00, 0.00], [0.00, 0.00, 0.00], [0.00, -0.06, -0.01], [-0.01, 0.00, 0.00], [0.02, 0.05, 0.00], [0.04, -0.06, 0.07], [0.07, -0.09, 0.00], [-0.03, 0.00, 0.01], [-0.05, 0.11, -0.10], [-0.01, 0.02, -0.01], [0.01, 0.00, 0.00], [0.01, 0.00, 0.00], [0.00, 0.00, 0.01], [-0.03, 0.13, 0.02], [0.01, 0.00, -0.01], [0.00, 0.00, 0.00], [-0.01, 0.00, -0.01], [0.01, 0.00, 0.01], [-0.01, 0.00, -0.02], [0.00, -0.02, -0.02], [0.00, -0.01, 0.02], [0.00, 0.00, 0.00], [0.00, 0.00, 0.00], [0.00, 0.01, -0.02], [0.00, 0.00, 0.00], [0.00, 0.00, 0.00], [0.05, -0.06, 0.03], [0.00, 0.00, 0.00], [0.00, 0.00, 0.00]]}

=====

Entry 4:
{"formula": "C5H10N3O", "method": "wB97M-V/def2-TZVPD", "e_homo_ev": -13.8, "energy_ha": -435.68122, "charge": 1, "smiles": "C=C1OC(NC)=N[N@@H+]1C", "gap_ev": 10.9, "lumo_energy_ev": -2.94, "species": ["O", "N", "N", "N", "C", "C", "C", "C", "C", "H", "H", "H", "H", "H", "H", "H", "H", "H", "H"], "positions_angstrom": [[-1.0968, 0.0063, 0.9687], [-1.7300, 1.2509, -0.8732], [1.0841, -0.2789, 0.4002], [0.4343, 0.5073, -0.5565], [1.6824, -1.5153, -0.0637], [0.2656, -1.1588, 2.5794], [0.0522, -0.5041, 1.5041], [-1.4097, 1.7788, -2.2072], [-0.8176, 0.6375, -0.2195], [-2.7332, 1.2938, -0.4324], [-1.6933, 1.0211, -2.8700], [0.9209, -2.0084, -0.7635], [1.1663, -1.5626, 2.8142], [2.7011, -1.5033, -0.6263], [-1.8683, 2.6885, -2.5597], [1.8177, 0.3517, 0.7925], [-0.4158, -0.9845, 3.4589], [-0.3859, 2.0132, -2.2694], [2.0259, -2.0331, 0.9234]], "forces_ev_per_a": [[-0.74, 0.40, 0.71], [-4.10, 1.67, 0.58], [0.21, 1.62, 1.62], [-0.13, 0.61, -1.94], [2.03, -2.79, -0.45], [-2.85, 1.34, 3.17], [-0.18, 0.78, -3.41], [-0.66, 0.25, 0.38], [2.75, -1.75, 1.86], [2.77, -0.07, -1.33], [-0.03, -1.06, -1.38], [1.12, 0.26, 1.54], [2.54, -1.09, 0.46], [-1.98, 1.07, 0.68], [-0.89, 0.31, 0.83], [-0.40, -0.71, -0.13], [0.34, -0.82, -1.27], [1.38, -0.24, 0.07], [-1.20, 0.22, -1.98]]}

=====

Entry 5:
{"formula": "FH2O3PS", "method": "wB97M-V/def2-TZVPD", "e_homo_ev": -9.9, "energy_ha": -1066.32633, "charge": 0, "gap_ev": 10.5, "lumo_energy_ev": 0.68, "species": ["S", "P", "F", "O", "O", "O", "H", "H"], "positions_angstrom": [[1.7538, 0.8076, -0.1177], [-0.4833, -1.1775, -0.2559], [1.0804, 2.3034, -0.0095], [0.4847, 0.0600, -0.8929], [-1.9546, -0.4532, -0.3026], [1.7115, 0.2884, 1.2081], [-2.4852, -0.9517, -0.8087], [-0.1073, -0.8770, 1.1793]], "forces_ev_per_a": [[-1.95, 0.12, -0.49], [0.44, 0.66, 1.45], [0.32, -0.92, -0.17], [0.99, 0.45, 0.08], [3.42, 2.60, 3.16], [0.73, 0.19, 0.59], [-3.23, -2.68, -3.03], [-0.71, -0.42, -1.58]]}

=====

Entry 6:
{"formula": "CH3N2S2", "method": "wB97M-V/def2-TZVPD", "e_homo_ev": -13.0, "energy_ha": -945.46441, "charge": 1, "smiles": "C1=[NH+]SSN1", "gap_ev": 8.0, "lumo_energy_ev": -4.94, "species": ["S", "S", "N", "N", "C", "H", "H", "H"], "positions_angstrom": [[1.7146, 0.3161, -1.0055], [0.3474, 1.9067, -0.6020], [0.6686, -0.8476, -0.2507], [-0.6342, 0.8556, 0.3821], [-0.4022, -0.4342, 0.3758], [-1.0606, -1.1171, 0.9003], [-1.3899, 1.2960, 0.8939], [0.7563, -1.9755, -0.6939]], "forces_ev_per_a": [[-0.02, 0.29, 0.29], [0.04, -0.17, -0.28], [0.45, -4.66, -2.24], [0.11, 0.00, 0.15], [-0.10, 0.42, 0.09], [0.01, -0.04, -0.10], [0.02, -0.25, 0.09], [-0.51, 4.40, 2.00]]}